[1]
The following is a DFT calculation (the ωB97M-V functional and the def2-TZVPD basis) of a structure of composition C38H28F3FeOP2 in a non-equilibrium geometry.

Calculated values
LUMO energy (spin up / spin down), eV: 2.6 / 2.6
DFT total energy, hartree: -3786.07887
2S+1: 5
<S²>: 6.14
HOMO (spin up / spin down), Ha: -0.085 / -0.187
Gap between HOMO and LUMO (spin up / spin down), eV: 4.93 / 7.69
ΔE to the lowest compared entry with this formula, charge and spin, kJ/mol: 22.9
Net charge: -1

CARTESIAN COORDINATES (ANGSTROEM)
Fe1 1.1969 0.0745 -1.4260
O1 3.2057 0.8259 -2.1221
C1 3.0238 0.3952 -0.9772
C2 3.6609 0.1719 0.2391
C3 5.0487 0.4722 0.4559
C4 5.6202 0.2514 1.6779
C5 4.8654 -0.2668 2.7577
C6 3.5106 -0.5442 2.5659
C7 2.8938 -0.3529 1.3418
P1 1.1219 -0.6045 1.0089
C8 0.3709 0.0455 2.5743
C9 0.1428 1.4216 2.6576
C10 -0.3768 1.9931 3.8121
C11 -0.6834 1.1980 4.9068
C12 -0.4658 -0.1713 4.8351
C13 0.0538 -0.7427 3.6774
C14 0.8513 -2.4129 1.2379
C15 -0.4608 -2.8899 1.2806
C16 -0.7211 -4.2459 1.4056
C17 0.3309 -5.1534 1.4736
C18 1.6370 -4.6914 1.4187
C19 1.8955 -3.3287 1.3043
H1 5.6264 0.8819 -0.3651
H2 6.6688 0.4877 1.8267
H3 5.3270 -0.4346 3.7229
H4 2.9261 -0.9200 3.4021
H5 0.3833 2.0524 1.8108
H6 -0.5420 3.0631 3.8531
H7 -1.0868 1.6413 5.8097
H8 -0.6976 -0.8035 5.6844
H9 0.2133 -1.8154 3.6407
H10 -1.2830 -2.1863 1.2112
H11 -1.7456 -4.5985 1.4433
H12 0.1301 -6.2150 1.5565
H13 2.4631 -5.3915 1.4593
H14 2.9171 -2.9734 1.2478
C20 -0.5316 -0.6759 -5.3000
C21 -1.3467 -1.4854 -4.5109
C22 -1.6173 -1.1330 -3.2042
C23 -1.1061 0.0524 -2.6572
C24 -0.2840 0.8518 -3.4544
C25 -0.0041 0.4829 -4.7715
P2 -1.5365 0.3967 -0.8852
C26 -3.3343 0.7943 -1.0517
C27 -4.1425 0.5721 0.0597
C28 -5.5040 0.8585 0.0250
C29 -6.0743 1.3616 -1.1330
C30 -5.2781 1.5896 -2.2495
C31 -3.9179 1.3104 -2.2062
C32 -0.7744 2.0351 -0.6541
C33 -1.4574 3.2389 -0.4836
C34 -0.7256 4.4077 -0.3218
C35 0.6646 4.3583 -0.3552
C36 1.3285 3.1496 -0.5537
C37 0.6391 1.9368 -0.6899
H15 -0.2975 -0.9659 -6.3171
H16 -1.7487 -2.4080 -4.9122
H17 -2.2277 -1.7810 -2.5843
H18 0.0922 1.7964 -3.0811
H19 0.6432 1.1116 -5.3707
H20 -3.6955 0.1725 0.9648
H21 -6.1179 0.6800 0.8998
H22 -7.1363 1.5727 -1.1694
H23 -5.7176 1.9884 -3.1561
H24 -3.3009 1.4951 -3.0791
H25 -2.5425 3.2692 -0.4752
H26 -1.2357 5.3544 -0.1838
H27 1.2326 5.2753 -0.2375
H28 2.4155 3.1494 -0.5889
F1 0.5873 -2.8595 -1.9019
C38 1.5716 -1.8916 -1.9272
F2 1.7693 -1.7078 -3.3263
F3 2.6890 -2.5866 -1.5661

Force components x, y, z for each atom (eV/Å):
0.7 0.2 0.3
0.2 0.0 0.3
-0.3 -0.1 0.0
0.0 0.1 -0.1
-0.1 0.0 0.0
-0.1 0.0 0.0
-0.1 0.0 -0.1
0.1 0.0 0.1
0.0 0.2 -0.1
0.4 -0.7 1.0
0.0 0.1 -0.3
0.0 0.1 0.0
0.0 0.0 -0.1
0.0 -0.1 0.0
0.0 0.0 -0.1
0.0 -0.1 0.1
0.0 0.1 0.1
0.0 0.0 0.0
0.0 0.0 0.0
0.0 0.1 0.0
0.0 0.1 0.0
0.0 0.0 0.0
0.0 0.0 0.0
0.0 0.0 0.0
0.0 0.0 0.0
0.0 0.0 -0.1
0.0 0.0 0.0
0.0 0.0 0.0
0.0 0.0 0.0
0.0 0.0 0.0
0.0 0.1 0.0
0.0 0.0 0.0
0.0 0.0 0.0
0.0 0.0 0.0
0.0 0.0 0.0
0.0 0.0 0.0
-0.1 -0.1 0.0
0.0 0.0 0.0
0.0 0.0 0.0
0.0 0.0 0.1
-0.3 0.2 -0.2
0.1 0.1 0.1
-0.5 0.4 -0.2
0.1 -0.1 0.0
-0.1 0.0 0.1
0.1 0.0 0.0
0.0 0.0 -0.1
0.1 0.0 0.0
-0.1 0.1 -0.1
0.2 0.1 0.0
0.1 -0.2 0.1
0.1 0.0 0.0
0.0 -0.1 0.0
0.0 -0.2 0.1
-0.7 0.3 -0.6
0.0 0.0 0.0
0.0 0.0 0.0
0.0 0.0 0.0
0.0 0.0 0.0
0.0 0.0 0.0
0.0 0.0 0.0
0.0 0.0 0.0
0.0 0.0 0.0
0.0 0.0 0.0
0.0 0.0 0.0
0.0 0.0 0.0
0.0 0.0 0.0
0.0 0.0 0.0
0.0 0.0 -0.1
-0.1 0.1 0.2
0.0 -0.3 -1.1
0.0 -0.1 0.3
0.1 0.1 0.2

=====

[2]
The following is a DFT calculation (the ωB97M-V functional and the def2-TZVPD basis) of a structure of composition C38H28MgN4O5PS2.

Calculated values
LUMO energy, eV: 2.3
DFT total energy, hartree: -3398.12907
HOMO, Ha: -0.201
Gap between HOMO and LUMO, eV: 7.76
ΔE to the lowest compared entry with this formula, charge and spin, kJ/mol: 285.8
Net charge: -1

CARTESIAN COORDINATES (ANGSTROEM)
Mg1 -0.3438 0.3820 -0.2867
O1 -2.1864 3.8327 0.5748
C1 -1.6444 2.8706 0.0233
N1 -0.4680 2.2968 0.2831
C2 0.1206 2.5971 1.5563
C3 0.1475 1.3333 2.4109
C4 1.1401 1.3643 3.5046
C5 1.6122 0.3005 4.1485
C6 1.0462 -1.0817 4.0357
C7 -0.6038 -0.9528 2.6587
N2 -0.5912 0.3591 2.0287
C8 -2.4202 2.1508 -1.0761
C9 -3.4151 2.7824 -1.7965
C10 -4.1001 2.0565 -2.7535
C11 -3.7991 0.7149 -2.9414
C12 -2.8045 0.1470 -2.1709
N3 -2.1286 0.8528 -1.2580
H1 -0.4360 3.3752 2.0935
H2 1.1542 2.9487 1.4542
H3 1.5979 2.3316 3.6806
H4 2.4250 0.4437 4.8528
H5 1.5462 -1.7766 4.7066
H6 -1.4224 -1.5306 2.2433
H7 -3.6144 3.8265 -1.6025
H8 -4.8547 2.5355 -3.3641
H9 -4.3080 0.1223 -3.6888
H10 -2.5151 -0.8946 -2.2724
O2 -1.0008 -3.0873 -1.5834
C13 -0.1853 -2.6107 -0.8124
O3 -0.3590 -1.5780 -0.0604
C14 1.1941 -3.2144 -0.6685
C15 1.4729 -4.3591 -1.3994
C16 2.7427 -4.9144 -1.3899
C17 3.7430 -4.3016 -0.6535
C18 3.4706 -3.1592 0.0885
C19 2.1930 -2.5995 0.1139
P1 1.8092 -1.0663 1.0858
C20 0.7975 -1.6631 2.5760
C21 -0.5051 -0.9621 4.2046
C22 -1.2140 -2.1287 4.8190
C23 -1.0420 -3.4010 4.4688
C24 -0.0808 -3.8896 3.4725
C25 0.7045 -3.1665 2.6714
C26 3.4479 -0.8056 1.9083
C27 4.2056 0.2588 1.4205
C28 5.4410 0.5725 1.9772
C29 5.9286 -0.1695 3.0447
C30 5.1848 -1.2344 3.5407
C31 3.9601 -1.5502 2.9704
H11 0.6711 -4.7835 -1.9901
H12 2.9547 -5.8111 -1.9596
H13 4.7467 -4.7096 -0.6555
H14 4.2735 -2.6993 0.6468
H15 -0.8145 -0.0339 4.6794
H16 -1.9602 -1.8960 5.5712
H17 -1.6425 -4.1556 4.9647
H18 0.0140 -4.9680 3.4040
H19 1.3909 -3.7244 2.0453
H20 3.8142 0.8466 0.5964
H21 6.0177 1.3997 1.5821
H22 6.8839 0.0797 3.4900
H23 5.5654 -1.8226 4.3677
H24 3.3975 -2.3966 3.3530
O4 0.1428 2.9866 -6.0376
S1 -0.7247 2.1667 -5.2337
O5 -2.0895 2.5920 -5.0778
N4 -0.0298 1.8684 -3.7750
C32 0.3629 0.6256 -3.6694
S2 1.2291 -0.0584 -2.3639
C33 0.0018 -0.2350 -4.8543
C34 0.1996 -1.5932 -5.0218
C35 -0.2688 -2.1826 -6.1904
C36 -0.9241 -1.4285 -7.1623
C37 -1.1296 -0.0644 -6.9855
C38 -0.6550 0.4989 -5.8186
H25 0.6845 -2.1670 -4.2419
H26 -0.1349 -3.2462 -6.3435
H27 -1.2869 -1.9115 -8.0611
H28 -1.6492 0.5313 -7.7252

Force components x, y, z for each atom (eV/Å):
0.3 -0.6 -0.2
0.0 0.1 0.1
0.1 -0.2 -0.2
-0.3 0.5 0.2
-0.1 -0.1 -0.1
-0.1 0.1 0.0
0.0 0.1 -0.1
0.0 -0.2 0.0
-0.1 0.1 -0.1
0.1 0.1 0.0
0.3 -0.2 0.1
0.2 -0.3 0.1
-0.1 0.1 -0.1
0.0 0.0 0.0
0.0 0.0 0.0
0.1 0.0 0.1
-0.2 0.3 -0.3
0.0 0.0 0.0
0.0 0.0 0.0
0.0 0.0 0.0
0.0 0.0 0.0
0.0 0.0 0.0
0.0 0.0 -0.1
0.0 0.0 0.0
0.0 0.0 0.0
0.0 0.0 0.0
0.0 0.0 0.0
-0.1 -0.1 -0.1
0.1 0.3 0.3
-0.3 -0.2 0.1
0.1 0.1 0.0
0.1 0.0 0.0
0.0 0.0 0.0
0.0 0.0 0.0
0.0 0.0 0.0
-0.3 -0.1 -0.1
0.5 -0.2 0.3
-0.1 0.2 -0.1
0.0 -0.2 -0.1
0.0 0.2 0.0
0.1 -0.1 -0.1
-0.1 0.0 0.2
0.1 0.1 0.0
0.0 0.1 -0.1
0.0 0.0 0.1
0.0 0.0 0.0
0.0 0.0 0.0
0.0 0.0 0.0
0.0 -0.1 0.0
0.0 0.0 0.0
0.0 0.0 0.0
0.0 0.0 0.0
0.0 0.0 0.0
0.0 0.0 0.0
0.0 0.0 0.0
0.0 0.0 0.0
0.0 0.0 0.0
-0.1 0.0 0.0
0.0 0.0 0.0
0.0 0.0 0.0
0.0 0.0 0.0
0.0 0.0 0.0
0.0 0.0 0.0
-0.1 0.0 0.0
0.1 0.1 0.0
0.0 0.0 0.0
0.1 -0.2 0.1
0.0 0.1 -0.1
-0.2 0.3 -0.1
0.0 0.0 0.2
0.0 -0.1 0.0
0.0 0.0 0.0
0.0 0.0 0.0
0.0 0.0 0.0
0.0 -0.1 -0.1
0.0 0.0 0.0
0.0 0.0 0.0
0.0 0.0 0.0
0.0 0.0 0.0

=====

[3]
The following is a DFT calculation (the ωB97M-V functional and the def2-TZVPD basis) of a structure of composition C38H28N12PtSb in a non-equilibrium geometry.

Calculated values
LUMO energy (spin up / spin down), eV: -4.8 / -5.7
DFT total energy, hartree: -2481.22204
HOMO (spin up / spin down), Ha: -0.381 / -0.363
Gap between HOMO and LUMO (spin up / spin down), eV: 5.56 / 4.14
ΔE to the lowest compared entry with this formula, charge and spin, kJ/mol: 195.1
Net charge: +1

CARTESIAN COORDINATES (ANGSTROEM)
Pt1 -0.1822 -0.0788 -0.0076
C1 2.8376 -1.3874 -3.2032
C2 1.6990 -0.7782 -2.6506
N1 1.6478 -0.3951 -1.3955
C3 2.7111 -0.5985 -0.5826
C4 3.8679 -1.2474 -1.0335
C5 3.9092 -1.6341 -2.3926
C6 4.9152 -1.5094 -0.1130
C7 4.7701 -1.1686 1.2044
C8 3.6253 -0.4962 1.6576
C9 2.6087 -0.1507 0.7788
N2 1.4454 0.5034 1.1221
C10 1.2430 1.2095 2.2657
C11 2.2374 1.8045 3.0417
C12 1.9207 2.4126 4.2613
C13 0.6243 2.4628 4.7090
C14 -0.4337 1.9878 3.8896
C15 -1.7991 2.1182 4.2256
C16 -2.7571 1.6944 3.3476
C17 -2.3533 1.1416 2.1224
N3 -1.0860 1.0033 1.8015
C18 -0.1255 1.3935 2.6607
H1 2.8442 -1.6658 -4.2474
H2 0.8052 -0.6098 -3.2411
H3 4.7927 -2.1341 -2.7704
H4 5.8118 -2.0074 -0.4605
H5 5.5408 -1.4232 1.9193
H6 3.5126 -0.2919 2.7116
H7 3.2564 1.8162 2.6832
H8 2.7167 2.8407 4.8557
H9 0.3895 2.8934 5.6745
H10 -2.0686 2.5736 5.1709
H11 -3.8103 1.7903 3.5699
H12 -3.0815 0.8271 1.3837
N4 -1.8668 -3.1353 -0.2900
C19 -1.2948 -2.8301 0.9256
N5 -1.4080 -3.5478 2.0180
N6 -0.7187 -2.8593 2.9575
N7 -0.2228 -1.7826 2.4611
N8 -0.5662 -1.7448 1.1503
C20 -1.9509 -2.2299 -1.2999
N9 -2.5577 -2.4405 -2.4602
N10 -2.4085 -1.3060 -3.1560
N11 -1.7484 -0.4417 -2.4777
N12 -1.4384 -1.0045 -1.2637
H13 -2.3130 -4.0301 -0.4040
C21 -5.3688 3.6940 -0.6021
C22 -4.2675 4.3876 -0.1191
C23 -2.9818 3.9178 -0.3621
C24 -2.8046 2.7467 -1.0928
C25 -3.9113 2.0563 -1.5900
C26 -5.1911 2.5337 -1.3444
Sb1 -0.8942 1.9884 -1.5983
C27 -0.8017 2.5786 -3.6230
C28 -0.9302 3.9430 -3.8640
C29 -0.9142 4.4033 -5.1724
C30 -0.7685 3.5070 -6.2251
C31 -0.6503 2.1473 -5.9767
C32 -0.6700 1.6750 -4.6696
C33 0.4452 3.4523 -0.7920
C34 1.5375 3.8631 -1.5558
C35 2.4740 4.7458 -1.0294
C36 2.3376 5.2115 0.2716
C37 1.2630 4.7953 1.0462
C38 0.3228 3.9187 0.5174
H14 -6.3675 4.0635 -0.4076
H15 -4.4055 5.3023 0.4435
H16 -2.1338 4.4827 -0.0001
H17 -3.7777 1.1528 -2.1754
H18 -6.0487 2.0014 -1.7350
H19 -1.0458 4.6442 -3.0447
H20 -1.0192 5.4623 -5.3698
H21 -0.7555 3.8719 -7.2441
H22 -0.5508 1.4509 -6.7993
H23 -0.6138 0.6117 -4.4753
H24 1.6589 3.5020 -2.5717
H25 3.3064 5.0756 -1.6386
H26 3.0649 5.9030 0.6789
H27 1.1541 5.1547 2.0628
H28 -0.5129 3.6093 1.1352

Force components x, y, z for each atom (eV/Å):
0.9 0.9 -0.1
-0.1 0.2 0.0
-0.2 0.0 -0.2
-1.2 -0.4 0.6
0.2 0.3 1.1
0.3 -0.2 0.0
0.1 0.0 0.2
0.0 -0.1 -0.1
0.0 0.0 -0.2
-0.3 0.1 -0.2
0.4 -0.3 -0.3
-1.0 -0.3 -0.3
0.0 0.5 0.3
-0.3 -0.1 -0.4
-0.3 -0.1 0.1
0.0 0.1 0.0
0.1 0.1 0.4
0.1 0.0 0.0
0.0 0.1 -0.1
-0.3 -0.1 -0.2
-0.3 -0.5 -1.1
1.0 -0.2 -0.1
-0.1 0.0 0.0
0.0 -0.1 0.0
0.0 0.0 0.0
0.0 0.0 0.0
0.0 0.0 0.0
0.0 0.0 0.0
0.0 0.0 0.0
0.0 0.0 0.0
0.0 0.1 -0.1
0.0 -0.1 0.0
0.0 0.0 -0.1
0.0 -0.1 0.1
0.1 0.0 0.0
-0.2 -0.2 0.0
0.0 -0.1 0.1
0.0 0.2 -0.3
0.0 -0.3 0.1
1.0 0.3 0.4
-0.1 -0.1 0.0
0.0 0.1 -0.2
0.1 -0.1 0.1
-0.1 -0.1 0.3
-0.5 0.5 -0.4
-0.1 0.0 0.0
0.0 0.0 0.0
0.0 0.0 0.0
0.0 0.0 0.0
-0.1 -0.4 0.0
0.0 0.0 0.1
0.0 0.0 0.0
0.8 1.0 0.9
0.1 -0.5 -0.1
0.0 0.0 0.0
0.0 0.0 0.0
0.0 0.0 0.0
0.0 0.0 0.0
0.0 0.1 0.0
-0.1 0.1 -0.1
0.0 0.0 0.0
0.0 0.0 0.0
0.0 0.0 0.0
0.0 -0.1 0.0
0.1 0.0 0.0
0.0 0.0 0.0
0.0 0.0 0.0
0.0 0.0 0.0
0.0 0.0 0.0
0.0 0.0 0.0
0.0 0.0 0.0
0.0 0.0 0.0
0.0 0.0 0.0
0.0 0.0 0.0
0.0 0.0 0.0
0.0 0.1 0.0
0.0 0.0 0.0
0.0 0.0 0.0
0.0 0.0 0.0
0.0 0.0 0.0